{
  "formula": "C15H25F9NO3P2Pt",
  "method": "ωB97M-V/def2-TZVPD",
  "total_energy_ev": -69864.291,
  "homo_energy_ev": [-8.98, -12.43],
  "s2": 6.010,
  "mol_weight_g_mol": 695.38,
  "orbital_gap_ev": [6.26, 6.01],
  "multiplicity": 5,
  "total_charge": 1,
  "e_lumo_ev": [-2.728, -6.417],
  "elements": ["H", "F", "F", "F", "H", "H", "H", "H", "F", "O", "H", "P", "C", "C", "O", "H", "H", "F", "H", "C", "C", "H", "P", "C", "F", "C", "F", "H", "C", "H", "H", "F", "N", "C", "C", "O", "H", "H", "H", "F", "H", "H", "C", "C", "H", "H", "C", "H", "H", "C", "H", "H", "Pt", "C", "H", "C"],
  "coordinates": [[-1.231, 3.076, 2.227], [2.273, -4.579, 2.663], [0.363, -2.295, 3.619], [0.287, -5.568, 0.909], [4.290, -0.879, -1.564], [3.462, -2.104, -0.537], [0.839, -2.250, -1.868], [-1.327, 4.829, 0.088], [2.902, -3.882, 0.677], [0.643, -2.043, 0.690], [2.078, 1.262, -2.944], [2.008, -0.318, -1.142], [-0.165, -3.169, 2.712], [-2.627, -0.117, 1.274], [-4.917, 2.714, -3.271], [-2.174, 1.082, -3.408], [-0.635, 1.579, -3.798], [-0.258, -4.382, 3.303], [-2.358, 2.591, 1.023], [1.121, -1.304, -2.349], [-0.435, 2.904, 0.232], [0.231, 5.562, -1.767], [-1.160, 0.746, 1.846], [3.592, -1.033, -0.732], [0.728, -4.239, -0.781], [-1.395, 2.472, 1.324], [-1.205, -4.099, 0.216], [-3.461, 0.121, 1.946], [-0.554, 4.180, -0.316], [-0.696, -0.325, 3.928], [-4.948, 2.804, -2.300], [2.796, -2.465, 2.336], [0.505, 2.047, -0.206], [1.295, 2.380, -1.264], [0.297, 4.564, -1.341], [-1.223, 0.897, -3.279], [-2.866, 0.183, 0.245], [-2.427, -1.193, 1.303], [1.910, 3.878, -2.645], [-1.433, -2.743, 2.456], [0.224, -0.762, -2.690], [1.729, 0.430, 1.672], [0.699, -3.185, 1.406], [2.230, 1.346, -1.849], [-0.207, 1.396, 3.928], [3.288, 1.626, -1.699], [-0.989, 0.689, 3.630], [-1.943, 0.962, 4.099], [1.788, -1.494, -3.201], [0.119, -4.306, 0.432], [-5.744, 3.014, -3.565], [-3.339, -0.272, -2.424], [0.628, 0.130, 0.608], [2.187, -3.548, 1.788], [3.976, -0.551, 0.175], [1.226, 3.643, -1.818]],
  "nbo_charge": [0.27, -0.30, -0.32, -0.31, 0.25, 0.28, 0.28, 0.24, -0.32, -0.63, 0.27, 1.12, 0.97, -0.97, -0.94, 0.50, 0.49, -0.29, 0.25, -0.99, 0.26, 0.24, 1.06, -0.98, -0.32, -0.77, -0.31, 0.24, -0.23, 0.28, 0.47, -0.31, -0.50, 0.25, -0.12, -0.98, 0.26, 0.28, 0.24, -0.32, 0.29, -0.23, 0.01, -0.79, 0.27, 0.27, -0.97, 0.25, 0.24, 0.96, 0.48, 0.00, 0.63, 0.97, 0.27, -0.24]
}